Molecular formula: C17H41BF3N3O9PS
Method: DFT, ωB97M-V with the def2-TZVPD basis set

Each line ends with the Löwdin charge.
Element x y z (Å)
S -2.6028 0.2165 5.9406  0.485
P -2.2006 -0.0098 4.0920  0.189
F -4.7768 4.7258 1.3923  0.239
F -5.6703 3.7568 3.1088  0.199
F -3.9246 4.9710 3.3568  0.194
O -2.1300 0.4796 -0.2621  0.117
O 4.2666 -2.9433 0.2099  -0.198
O -2.7272 0.7752 -4.9129  -0.175
O -3.2478 -0.9014 3.3258  -0.134
O 1.1649 -0.0616 1.8284  -0.247
O 0.0261 -2.7143 -6.0456  -0.193
O -3.7527 3.0328 2.2591  0.066
O -1.3041 3.8535 3.4135  0.217
O -0.8665 -0.6974 3.6497  -0.114
N 4.1707 -0.0995 0.9827  -0.043
N -2.1447 1.5960 3.2412  -0.129
N -0.0773 -0.5904 -3.9766  -0.047
C -0.0539 2.2921 4.9673  0.012
C 0.4879 -2.8580 -4.7113  -0.223
C 1.2240 -1.4277 1.3996  -0.053
C 3.4653 0.8648 1.8085  -0.193
C -4.5318 4.1290 2.5276  -0.715
C -2.6607 -0.1754 -5.9612  -0.094
C 0.9415 -2.0785 -6.9174  -0.111
C -0.9755 0.2986 -3.2441  -0.205
C 4.1216 -2.7623 -1.1879  -0.109
C 5.3545 -2.2286 0.7837  -0.212
C -2.5401 0.6759 0.8435  -0.190
C 4.8431 -1.1610 1.7236  -0.208
C -2.4527 0.2827 -3.6184  -0.234
C -3.5487 2.1706 3.3396  -0.145
C -0.3330 -2.0086 -3.7661  -0.218
C 2.2779 0.3644 2.6231  -0.199
C -1.6727 1.4960 1.7876  -0.042
B -1.1508 2.6173 3.9204  -0.557
H 0.5207 -2.1277 -7.9194  0.090
H 5.0448 -3.0117 -1.7170  0.092
H 1.7172 -2.0563 2.1417  0.102
H -1.5999 2.4974 1.3746  0.151
H -3.5215 0.3033 1.1678  0.132
H 0.8968 2.6068 4.5331  0.082
H -2.9682 0.9579 -2.9296  0.111
H 5.9553 -2.9399 1.3559  0.126
H 3.3367 -3.4381 -1.5217  0.087
H 3.5168 -0.5197 0.3352  0.074
H 0.0516 1.2647 5.2962  0.047
H 1.9082 -2.5904 -6.9181  0.088
H 1.0965 -1.0266 -6.6535  0.081
H -4.2765 1.3657 3.2967  0.132
H -0.2077 -0.0599 3.2989  0.061
H -2.9535 -1.1721 -5.6210  0.089
H 2.5536 -0.4245 3.3308  0.124
H -0.6674 1.0705 1.7782  0.119
H -2.9052 -0.7075 -3.4805  0.113
H 0.3670 -3.9093 -4.4330  0.122
H 5.9924 -1.7950 0.0095  0.127
H 5.6817 -0.7329 2.2790  0.127
H 3.8341 -1.7357 -1.4429  0.082
H 3.1049 1.6586 1.1485  0.125
H -0.1963 2.9199 5.8473  0.100
H -1.6630 -0.2246 -6.4058  0.073
H -3.6671 2.6543 4.3059  0.145
H -0.6103 1.3185 -3.3943  0.122
H 0.1992 -1.7743 1.2698  0.092
H -3.3552 0.1444 -6.7372  0.089
H 4.1786 1.3263 2.4979  0.126
H -0.8790 0.0807 -2.1831  0.083
H -4.1312 -0.8079 3.7106  0.099
H 4.1762 -1.6556 2.4448  0.107
H -1.3885 -2.2723 -3.9217  0.109
H -1.2459 4.5339 4.0959  0.152
H -0.0703 -2.2663 -2.7346  0.116
H -0.1551 -0.3907 -4.9656  0.073
H 1.7313 -1.5180 0.4404  0.082
H 1.5504 -2.6091 -4.6346  0.119
H 1.9199 1.2091 3.2176  0.097

Cartesian forces, eV/Å:
-0.0112 0.3298 -0.4477
0.0166 -0.7829 1.8292
-0.0183 0.1021 -0.1985
-0.2452 -0.0720 0.0596
0.1567 0.1803 0.1925
-0.0703 -0.0322 0.1919
-0.0792 0.1570 -0.1080
0.0322 -0.0755 -0.0566
-0.1454 0.4060 -0.6972
-0.1309 0.0112 0.4873
0.0784 0.1398 -0.0320
0.1031 -0.0757 -0.0282
-0.8543 -0.2537 0.3680
-0.1058 0.8762 -0.2466
-0.1110 -0.1087 0.2002
-0.0701 -0.0822 -0.7078
-0.0931 -0.0678 0.0039
0.0110 -0.3138 -0.2145
-0.0855 -0.2175 0.0694
-0.2310 -0.0184 -0.1823
0.0248 0.0053 -0.2687
-0.0345 -0.1244 -0.0422
-0.0544 0.1374 -0.0414
-0.0645 -0.0513 -0.0058
0.2511 0.0760 -0.2924
-0.0072 -0.0649 0.0472
0.0903 -0.1815 0.1452
0.0128 0.0430 -0.2795
-0.1244 0.0766 -0.0825
-0.1066 0.0832 0.2102
-0.2317 0.1357 0.0562
-0.0320 0.1680 -0.1117
0.2111 0.1735 0.0775
0.0153 -0.1556 0.0235
0.3538 0.2700 0.1835
-0.0232 -0.0096 0.0038
0.0059 0.0215 -0.0279
0.0587 0.0271 -0.0017
-0.0989 0.1453 0.0960
-0.0573 0.0515 0.0953
0.0717 0.1326 -0.0203
-0.0045 -0.0097 -0.0011
0.0083 -0.0171 -0.0324
-0.0108 -0.0154 0.0199
0.0728 0.0418 -0.1154
-0.0516 -0.0456 0.1435
0.0255 0.0225 -0.0025
0.0666 -0.0125 0.0148
0.0565 -0.1550 -0.1060
0.5488 -0.7337 -0.3345
0.0431 -0.0276 0.0130
0.0089 -0.0755 -0.0988
0.0497 -0.0447 -0.0224
0.0620 -0.0410 -0.0734
0.0268 -0.0047 -0.0130
-0.0498 0.0636 -0.0241
-0.0045 0.0227 0.0053
0.0606 0.0049 -0.0381
-0.0167 0.0336 0.0486
-0.0696 -0.0075 0.1378
0.0090 -0.0962 0.0239
0.1564 0.1299 0.0482
-0.0325 0.0114 0.0251
-0.0150 0.0302 0.0294
-0.0115 0.0141 0.0122
-0.0004 -0.0238 0.0374
-0.0119 -0.0632 0.0875
-0.0371 -0.3437 0.1016
0.0984 -0.0373 0.0720
0.0135 -0.1000 0.0746
0.5498 0.3206 -0.3088
-0.0197 0.0052 0.0198
0.0309 0.0101 -0.0153
0.0792 -0.0233 0.0509
0.0027 0.0834 -0.0137
-0.0414 0.0222 -0.0127

The HOMO energy comes out at -0.3750 Eh. The value obtained for the maximum force is 2.0 eV/Å. As for the molecular weight: 562.4 u. The calculation puts the LUMO energy at -3.10 eV. The value obtained for the HOMO-LUMO gap is 7.10 eV. The net charge is +1.